The following is a quantum chemistry calculation of C26H31BrN3O4Re as an isolated structure, from the Open Molecules 2025 dataset.

Structure (XYZ):
```
66
Properties=species:S:1:pos:R:3:lowdin_charge:R:1
C 2.1340 -2.3810 -1.9896 0.00
H 0.3256 0.4306 2.6955 0.14
C -1.2209 -3.5247 4.9089 -0.05
C -0.7383 1.3355 -3.2903 0.00
N 0.4346 0.9202 1.8021 -0.01
C -3.2325 -2.4118 4.1955 0.02
H -2.1444 4.0675 -0.3711 0.12
H 0.6536 4.9453 -6.8655 0.14
C -2.6800 -2.1780 2.9338 -0.27
C -2.0996 3.2407 0.3269 -0.04
C -0.9736 -0.2483 -1.4635 -0.12
H 4.0201 -3.1725 -0.3483 0.16
H 4.5674 0.5704 0.5888 0.11
H -1.9049 -2.3489 -0.3464 0.17
C -1.2566 2.8234 -5.0838 0.02
H 2.6807 -1.7015 -2.6414 0.10
Re 1.1995 -0.5807 0.5010 1.44
H 0.0207 2.9786 0.1006 0.10
H -2.9683 -3.2492 6.1352 0.13
C -0.9331 3.7815 -6.0157 -0.01
H -2.9908 -1.2449 1.2909 0.06
H 2.4181 3.9776 -5.4424 0.13
H -1.9190 0.4049 2.9561 0.12
H 1.1381 1.6355 1.9957 0.13
H 1.8731 2.2940 -3.7705 0.06
C 3.7071 -2.1533 -0.1269 -0.09
C 1.0768 2.7194 -4.3638 -0.02
O -3.4988 -1.5405 2.0470 0.05
H -0.6618 -4.0554 5.6670 0.12
H -4.1921 3.3241 0.7959 0.13
H -1.9856 -0.4540 -1.8026 0.16
C -0.2139 0.6740 -2.1891 -0.49
H -1.6927 4.1964 -6.6635 0.13
C -0.6701 -2.5420 1.3337 -0.26
H 2.4984 -3.3986 -2.1026 0.12
Br 1.5581 0.9964 -1.4872 1.00
H 3.5217 1.4395 1.7463 0.09
C -0.2670 2.2846 -4.2165 -0.20
H 4.7793 0.3482 2.3527 0.12
N -0.5262 -0.8786 -0.3911 -0.19
C -0.8519 1.5938 1.5104 -0.29
C -2.5156 -3.0723 5.1683 -0.03
C -3.1871 1.8108 1.9307 -0.03
H 4.3372 -1.4526 -0.6774 0.15
H 4.6933 -1.9009 1.7809 0.16
O 3.0917 -0.5702 1.5640 -0.36
C -3.2494 2.8298 0.9921 -0.03
H -4.2445 -2.0724 4.3758 0.14
C -1.9748 1.1865 2.2039 -0.02
O 2.3257 -1.9828 -0.5969 -0.40
H 3.0612 -2.5913 1.8896 0.14
H -1.7771 1.0482 -3.4486 0.14
N -1.3678 -1.7622 0.2860 0.05
C 3.6914 -1.8843 1.3565 -0.11
C 4.0620 0.5166 1.5534 0.00
H 0.3166 -3.6923 3.4492 0.12
H -2.2800 2.4762 -4.9989 0.13
H 1.0681 -2.3435 -2.1884 0.09
C -1.3779 -2.6201 2.6618 -0.12
C 1.3933 3.6567 -5.3116 -0.02
C -0.8847 2.6192 0.5793 -0.06
C 0.3898 4.1983 -6.1272 0.03
H -0.4490 -3.5423 0.9470 0.17
C -0.6750 -3.3094 3.6674 -0.04
H -4.0746 1.5034 2.4683 0.13
O 0.6422 -1.9672 1.5624 -0.23
```

Properties
2S+1 = 2
Charge = +3
E_LUMO (alpha / beta) = -10.96 / -11.53 eV
Gap between HOMO and LUMO (alpha / beta) = 4.73 / 4.16 eV

The following is a quantum chemistry calculation of a 4-piece molecular cluster, C26H31ClF28NO4 overall, from the Open Molecules 2025 dataset.

Structure (XYZ):
```
91
Properties=species:S:1:pos:R:3:lowdin_charge:R:1
H -0.1796 -1.9631 -0.5391 0.16
H 2.8516 7.4330 -2.1807 0.15
C 1.5277 0.3811 2.4007 -0.12
H 3.7391 1.5451 3.9949 0.06
F -4.0743 -5.3065 -1.2733 0.09
H 0.7242 8.0320 1.8899 0.17
O -4.3075 -6.3848 -4.6581 0.05
F -0.8111 -1.2677 1.8546 0.16
C -0.1193 1.6445 3.8226 -0.08
F 0.1812 -2.8891 -2.2583 0.12
F -0.3156 -6.4654 -3.9851 0.11
F -2.7922 0.2691 3.2640 0.11
H 1.2991 3.9584 1.8865 0.09
H 2.0900 0.2898 3.3224 0.15
H -1.7347 -0.2966 4.8778 0.18
F 3.6657 10.1030 -2.5094 0.11
F -1.2570 -5.1529 -1.8238 0.14
C 0.7545 2.8688 3.6795 -0.17
C -1.8902 -0.5624 3.8358 -0.27
F -4.7135 -7.7098 -6.3556 0.15
F 0.2886 -1.3613 3.7466 0.17
F 2.7996 6.2903 -0.0314 0.14
H -4.1607 -7.5721 -2.9508 0.15
F 2.3625 -4.0387 -0.8295 0.15
H -1.5644 0.9961 1.3996 0.13
F 4.8438 8.1153 0.1340 0.09
C -4.1139 -6.5276 -3.2592 -0.04
F -7.2920 -6.8069 -6.5655 0.10
C 3.3113 1.0138 1.0417 -0.15
H 5.3474 1.4210 1.4307 0.11
H 1.8079 8.7838 -2.4942 0.15
F 3.0009 10.2105 -0.4367 0.14
H 0.4787 3.5103 4.5037 0.11
H 4.7422 0.0544 2.3679 0.11
H -1.1321 2.0185 3.8686 0.15
C -0.5740 -0.6245 3.0148 -0.41
F 1.5894 -1.5086 -1.3326 0.08
C 3.4826 9.3709 -1.3766 -0.44
H 1.5400 -0.5497 1.8365 0.14
C 0.5065 -6.3340 -2.9205 -0.28
C 0.6384 -2.4492 -1.0799 -0.31
C -6.1678 -6.1994 -1.6472 -0.31
Cl -0.4932 5.0901 2.8338 0.71
H 1.8047 2.6308 3.7660 0.09
C 4.3346 1.9755 3.1938 -0.09
H -5.9107 -7.0667 -1.0323 0.17
F 5.6657 9.9399 -0.7304 0.11
C -5.3054 -7.0531 -5.3353 -0.54
F -2.3745 -1.8242 3.8126 0.13
O 0.4144 -5.9394 -0.5345 0.06
H -0.6749 -4.4057 0.3557 0.15
H 5.2952 2.2127 3.6317 0.08
C 2.4129 8.3173 -1.7192 -0.03
F 1.3038 -5.2694 -3.1285 0.11
H 3.2445 0.0294 0.5788 0.12
H 5.3238 8.2961 -1.7956 0.17
H 3.5032 1.6989 0.2291 0.13
F 1.9757 6.6112 2.5447 0.04
C -0.3492 -6.1370 -1.6662 -0.53
O 1.4551 7.9693 -0.7220 0.05
N 0.0682 0.7043 2.6768 -0.06
C 4.5084 1.0473 2.0015 -0.19
F 1.6674 -2.9404 0.9269 0.08
C -4.9148 -5.6184 -2.3081 -0.43
C 1.6827 7.0039 0.2218 -0.54
O 2.0523 1.3851 1.6060 -0.12
H -0.1404 3.0967 0.3785 0.13
F -1.0399 -7.2814 -1.4723 0.15
F 0.6473 6.1299 0.1435 0.11
H -1.4875 3.2368 1.4311 0.10
H 0.1570 1.1407 4.7415 0.15
H 1.1240 -7.2289 -2.8223 0.18
H 3.8686 2.9176 2.9243 0.08
C 1.6913 7.5899 1.6434 -0.29
C -0.5289 1.3054 1.4337 -0.06
C 0.3548 -4.7306 0.2006 -0.04
H -0.0926 0.8817 0.5448 0.14
F -7.0959 -6.5553 -2.5504 0.11
H 0.7257 -5.0132 1.1850 0.15
C 0.4046 3.5996 2.3729 -0.60
F -5.8998 -7.9815 -4.5629 0.15
C -0.4858 2.8405 1.3706 -0.15
C 1.2584 -3.5616 -0.2316 -0.43
F -6.8917 -5.3123 -5.0216 0.10
F -6.7137 -5.2524 -0.8450 0.09
H -3.0789 -6.2258 -3.1179 0.12
F -5.2062 -4.4580 -2.9324 0.13
F 2.6377 8.5325 1.7549 0.11
H -5.8280 -5.4517 -6.6980 0.18
C 4.8769 8.8740 -0.9817 -0.31
C -6.3198 -6.0898 -5.9610 -0.29
```

Properties
Charge = +1
E_LUMO = -2.41 eV
Gap between HOMO and LUMO = 10.58 eV

The following is a quantum chemistry calculation of C26H31F4N5O2STi as an isolated structure, from the Open Molecules 2025 dataset.

Structure (XYZ):
```
70
Properties=species:S:1:pos:R:3:lowdin_charge:R:1
C -1.1399 -2.4431 -1.5396 -0.15
C 2.6358 3.2170 -1.9472 -0.11
H 1.7246 -1.1091 -1.9992 0.09
C 1.3887 2.6539 -2.6074 -0.36
N -0.4137 -1.5432 1.9933 -0.10
H -1.5451 4.7419 -2.1198 0.08
H -0.8816 5.9634 -1.0376 0.09
C -0.1014 3.9868 -0.6742 -0.39
F -1.3700 -4.7225 -0.8653 0.10
C 2.5082 -0.7619 -1.3369 -0.07
C -3.9813 -1.2773 1.2553 0.03
C 2.1251 2.3022 3.3768 -0.04
F -3.2157 -0.6844 -3.9740 0.10
H -4.3747 -2.0504 1.9038 0.13
H 2.9236 -3.0143 -0.4368 0.12
H 1.2415 -2.3548 3.0509 0.12
H 1.0183 3.2721 -3.4291 0.10
H 1.5519 1.6503 -3.0000 0.09
H 0.0990 5.3497 -2.3663 0.08
H 2.6110 0.3160 -1.4189 0.06
N 2.1874 -1.1091 0.0703 -0.31
C -1.7239 -1.7634 2.2556 -0.46
S -0.0228 2.4127 -1.5229 1.00
O 0.4709 1.4281 -0.4538 -0.61
H -0.1034 -1.8281 4.0351 0.13
H 2.8911 2.6635 -1.0416 0.07
H 2.0801 -0.5887 5.1225 0.13
H -2.3413 1.4337 -0.8169 0.08
H 3.0574 1.7009 5.2238 0.12
C -2.6181 -1.0724 1.2496 -0.15
C -4.7833 -0.4859 0.4533 -0.01
H 4.2566 -0.9924 0.5326 0.11
H 3.3397 0.5016 0.7907 0.09
C 3.3030 -0.5822 0.8790 -0.06
H 3.4730 3.1319 -2.6411 0.09
H -4.1956 -3.1397 -3.9470 0.14
H 2.3900 -2.8486 1.2223 0.11
C -1.6920 -1.4761 -2.3970 -0.16
C 0.4684 -1.5901 3.1410 -0.12
O -2.2117 -2.3341 3.2146 0.08
H -5.8570 -0.6308 0.4252 0.12
H -4.7690 1.1732 -0.9297 0.12
C -1.7556 -3.6993 -1.6446 -0.14
H -0.7814 3.7937 0.1572 0.10
C -2.8204 0.6659 -0.2329 -0.11
C 1.8892 0.1344 4.3393 0.00
C 1.3218 1.8765 2.3440 -0.11
N -0.0994 -2.0964 -0.6921 -0.12
N 0.8143 0.6361 2.2638 0.04
C -2.8159 -3.9262 -2.5023 -0.21
C 0.7628 -3.1688 -0.1781 -0.18
C -4.1866 0.5168 -0.2952 -0.02
C 2.4231 1.4058 4.3960 -0.03
C -2.7609 -1.6996 -3.2273 -0.22
F -3.3517 -5.1505 -2.5218 0.11
Ti 0.0201 -0.4393 0.4412 1.01
N -2.0233 -0.1172 0.5070 0.02
H 3.1797 -0.8456 1.9250 0.08
C 2.1437 -2.5879 0.1978 -0.15
H 1.0624 2.5445 1.5365 0.09
H 0.3157 -3.6352 0.6971 0.11
C 1.0885 -0.2196 3.2653 -0.24
F -1.1193 -0.2478 -2.4207 0.04
H 0.8837 4.2194 -0.2745 0.08
C -3.3502 -2.9428 -3.3015 0.07
C -0.6358 5.0694 -1.6093 -0.11
H 2.5087 3.3147 3.3853 0.11
H 3.4555 -1.2239 -1.6277 0.10
H 2.5279 4.2726 -1.6979 0.08
H 0.8993 -3.9458 -0.9228 0.12
```

Properties
2S+1 = 2
Charge = +1
E_LUMO (alpha / beta) = -2.85 / -2.80 eV
Gap between HOMO and LUMO (alpha / beta) = 7.17 / 7.35 eV
Energy relative to the best compared isomer or geometry (same formula, charge and spin) = 112.3 kJ/mol

The following is a quantum chemistry calculation of C26H31HfNO5Se3Te as an isolated structure, from the Open Molecules 2025 dataset.

Structure (XYZ):
```
68
Properties=species:S:1:pos:R:3:lowdin_charge:R:1
C -0.7697 -5.4620 0.7333 -0.06
H -2.7754 4.4746 0.6333 0.12
H -2.4339 -2.2473 3.2382 0.07
H 0.1457 -7.2898 0.0703 0.09
C -2.7115 3.5524 1.1942 -0.02
H -0.9892 -3.2424 3.4532 0.09
C -1.8632 -3.3568 1.4701 -0.37
Se 0.6193 0.6744 3.2888 0.02
C -1.5158 -2.5949 2.7495 -0.07
C 0.5608 4.2297 -0.3768 0.03
H 3.2289 -2.3098 -2.6923 0.07
Se 2.6230 -0.3015 2.5606 -0.15
H -1.9430 -1.7776 -0.0284 0.05
C 0.4349 -3.4013 0.3020 -0.23
H -1.6386 -5.9595 1.1524 0.10
N -2.0427 1.2999 1.2553 -0.17
O 0.8288 2.0131 0.3027 -0.35
H -0.4654 -0.3796 -3.7610 0.08
O 0.2295 6.5356 -1.1019 -0.10
C -3.1471 3.4693 2.5036 -0.05
H -2.9988 -3.1542 -0.3592 0.08
Se 3.5933 0.7365 -0.8486 -0.21
H -2.5590 -4.1427 1.7799 0.12
C 0.2221 -6.2104 0.1295 -0.11
H 1.6401 6.6478 0.4169 0.10
C -0.6875 -4.0773 0.8357 -0.14
C 1.4415 -4.1627 -0.3495 -0.12
C 2.3195 -2.7191 -2.2453 -0.06
H 3.2404 -4.4185 -1.3851 0.11
H 2.0922 -6.1141 -0.8984 0.10
C -3.0092 2.2632 3.1704 -0.03
O 0.3956 0.0808 -1.4494 -0.28
H 1.1614 0.2171 -4.0977 0.09
H -0.0516 6.5697 0.9577 0.08
H -0.2440 5.5221 -3.3969 0.11
H 1.8103 -3.3351 -2.9929 0.08
C -2.6036 -2.5110 0.4298 -0.06
C 0.2561 1.0315 -2.3420 -0.39
C 0.6179 6.9599 0.1826 -0.11
H -3.4406 -1.9735 0.8891 0.07
C 0.5815 2.8655 -0.6888 -0.36
Te 4.2814 1.3585 1.4057 0.23
C 3.5842 -2.8396 -0.0291 -0.10
C -0.0030 3.4357 -2.9695 -0.04
H -2.2557 0.2189 2.9680 0.10
C 0.2631 5.1805 -1.3407 -0.30
H 3.0690 -2.0224 0.4632 -0.04
C 2.6689 -3.5611 -1.0153 -0.37
C -0.0219 4.7718 -2.6469 -0.04
H -3.5808 4.3264 2.9992 0.11
H 0.8208 4.4882 0.6418 0.12
C -2.4441 1.1861 2.5278 -0.07
C 0.2801 2.4150 -2.0176 -0.14
H 3.9364 -3.5315 0.7420 0.08
Hf 0.6625 -0.0082 0.5726 1.23
H -0.8776 -1.7354 2.5613 -0.01
O 0.5492 -2.0763 0.4335 -0.27
H 1.6703 -1.8844 -1.9972 0.04
C -2.1597 2.4497 0.5828 0.02
C 1.3114 -5.5462 -0.4042 -0.06
H 0.5622 8.0464 0.1755 0.08
H -0.2228 3.1605 -3.9923 0.09
H -0.2398 1.2299 -4.4661 0.05
H 4.4436 -2.4092 -0.5475 0.06
C 0.1633 0.5141 -3.7525 -0.03
H -1.7765 2.4254 -0.4283 0.14
O -1.5159 0.2504 0.6497 -0.24
H -3.3213 2.1547 4.1992 0.12
```

Properties
2S+1 = 2
Charge = -1
E_LUMO (alpha / beta) = 1.70 / 1.70 eV
Gap between HOMO and LUMO (alpha / beta) = 4.17 / 5.32 eV